7 unconnected molecules or ions with the total composition C38H97N7O12. Source: the Open Molecules 2025 dataset; level of theory: wB97M-V/def2-TZVPD.

Bonds (Å) are listed after each position.
Geometry (Å):
1 C -5.207 17.647 24.058  O2 1.384, H10 1.090, H11 1.090, H12 1.090
2 O -6.503 17.325 24.421  C1 1.384, C3 1.454
3 C -6.699 15.888 24.324  O2 1.454, C4 1.505, H13 1.090, H14 1.090
4 C -8.118 15.492 24.631  C3 1.505, N5 1.461, H15 1.090, H16 1.090
5 N -8.460 16.109 25.910  C4 1.461, C6 1.493, H17 1.010
6 C -9.895 15.873 26.250  N5 1.493, C7 1.525, H18 1.090, H19 1.090
7 C -10.985 16.559 25.433  C6 1.525, O8 1.450, H20 1.090, H21 1.090
8 O -12.210 15.846 25.734  C7 1.450, C9 1.408
9 C -13.342 16.559 25.293  O8 1.408, H22 1.090, H23 1.090, H24 1.090
10 H -4.492 17.162 24.723  C1 1.090
11 H -5.075 18.728 24.104  C1 1.090
12 H -5.071 17.365 23.014  C1 1.090
13 H -5.978 15.355 24.945  C3 1.090
14 H -6.567 15.539 23.300  C3 1.090
15 H -8.319 14.421 24.623  C4 1.090
16 H -8.796 16.009 23.952  C4 1.090
17 H -8.195 17.060 25.698  N5 1.010
18 H -9.995 16.232 27.274  C6 1.090
19 H -10.004 14.790 26.305  C6 1.090
20 H -10.883 16.337 24.371  C7 1.090
21 H -10.997 17.648 25.483  C7 1.090
22 H -14.251 16.091 25.670  C9 1.090
23 H -13.573 16.476 24.231  C9 1.090
24 H -13.259 17.599 25.609  C9 1.090
25 C -2.164 8.924 23.916  O26 1.476, H34 1.090, H35 1.090, H36 1.090
26 O -3.580 9.249 23.655  C25 1.476, C27 1.490
27 C -4.570 8.371 24.339  O26 1.490, C28 1.525, H37 1.090, H38 1.090
28 C -4.747 8.822 25.786  C27 1.525, N29 1.480, H39 1.090, H40 1.090
29 N -5.883 8.260 26.549  C28 1.480, C30 1.411, H41 1.010
30 C -7.150 8.571 26.010  N29 1.411, C31 1.523, H42 1.090, H43 1.090
31 C -8.093 7.670 26.796  C30 1.523, O32 1.359, H44 1.090, H45 1.090
32 O -8.131 8.066 28.095  C31 1.359, C33 1.389
33 C -8.963 7.403 28.988  O32 1.389, H46 1.090, H47 1.090, H48 1.090
34 H -1.827 7.915 23.676  C25 1.090
35 H -2.029 9.086 24.985  C25 1.090
36 H -1.411 9.541 23.425  C25 1.090
37 H -4.176 7.356 24.278  C27 1.090
38 H -5.471 8.275 23.733  C27 1.090
39 H -4.763 9.911 25.809  C28 1.090
40 H -3.799 8.598 26.273  C28 1.090
41 H -5.801 8.387 27.548  N29 1.010
42 H -7.103 8.164 25.000  C30 1.090
43 H -7.397 9.632 26.039  C30 1.090
44 H -7.918 6.600 26.687  C31 1.090
45 H -9.111 7.856 26.452  C31 1.090
46 H -8.628 6.388 29.203  C33 1.090
47 H -10.007 7.284 28.698  C33 1.090
48 H -8.944 7.950 29.931  C33 1.090
49 C -3.278 15.188 21.164  O50 1.439, H58 1.090, H59 1.090, H60 1.090
50 O -2.278 16.223 21.192  C49 1.439, C51 1.440
51 C -1.440 16.139 22.360  O50 1.440, C52 1.564, H61 1.090, H62 1.090
52 C -0.040 15.589 21.929  C51 1.564, N53 1.431, H63 1.090, H64 1.090
53 N -0.111 14.160 21.933  C52 1.431, C54 1.501, H65 1.010
54 C 1.310 13.685 21.849  N53 1.501, C55 1.524, H66 1.090, H67 1.090
55 C 1.310 12.185 21.583  C54 1.524, O56 1.430, H68 1.090, H69 1.090
56 O 0.869 11.981 20.238  C55 1.430, C57 1.402
57 C 0.660 10.689 19.732  O56 1.402, H70 1.090, H71 1.090, H72 1.090
58 H -2.832 14.279 21.567  C49 1.090
59 H -3.701 14.929 20.194  C49 1.090
60 H -4.042 15.507 21.873  C49 1.090
61 H -1.896 15.692 23.243  C51 1.090
62 H -1.339 17.204 22.566  C51 1.090
63 H 0.634 16.088 22.625  C52 1.090
64 H 0.229 16.119 21.014  C52 1.090
65 H -0.705 13.879 21.166  N53 1.010
66 H 1.772 13.921 22.808  C54 1.090
67 H 1.985 14.223 21.183  C54 1.090
68 H 0.623 11.684 22.265  C55 1.090
69 H 2.308 11.754 21.662  C55 1.090
70 H 0.893 10.665 18.668  C57 1.090
71 H -0.340 10.276 19.866  C57 1.090
72 H 1.260 9.850 20.083  C57 1.090
73 C -2.327 7.929 30.767  O74 1.478, H82 1.090, H83 1.090, H84 1.090
74 O -3.705 7.970 30.236  C73 1.478, C75 1.379
75 C -4.480 8.488 31.253  O74 1.379, C76 1.467, H85 1.090, H86 1.090
76 C -5.846 8.680 30.752  C75 1.467, N77 1.469, H87 1.090, H88 1.090
77 N -5.958 9.662 29.665  C76 1.469, C78 1.450, H89 1.010
78 C -5.716 11.071 29.905  N77 1.450, C79 1.505, H90 1.090, H91 1.090
79 C -5.603 11.843 28.619  C78 1.505, O80 1.504, H92 1.090, H93 1.090
80 O -6.979 12.193 28.124  C79 1.504, C81 1.440
81 C -7.018 12.891 26.866  O80 1.440, H94 1.090, H95 1.090, H96 1.090
82 H -1.678 7.772 29.905  C73 1.090
83 H -2.244 7.139 31.514  C73 1.090
84 H -1.932 8.878 31.128  C73 1.090
85 H -4.102 9.479 31.502  C75 1.090
86 H -4.569 7.902 32.168  C75 1.090
87 H -6.394 8.966 31.650  C76 1.090
88 H -6.309 7.754 30.412  C76 1.090
89 H -6.720 9.545 29.011  N77 1.010
90 H -4.716 11.100 30.337  C78 1.090
91 H -6.393 11.410 30.689  C78 1.090
92 H -5.002 11.349 27.855  C79 1.090
93 H -5.089 12.801 28.706  C79 1.090
94 H -6.829 12.245 26.008  C81 1.090
95 H -6.191 13.600 26.903  C81 1.090
96 H -7.954 13.431 26.726  C81 1.090
97 C -7.264 16.350 20.420  O98 1.495, H106 1.090, H107 1.090, H108 1.090
98 O -6.482 15.689 19.330  C97 1.495, C99 1.466
99 C -7.383 15.211 18.276  O98 1.466, C100 1.533, H109 1.090, H110 1.090
100 C -6.857 13.829 17.874  C99 1.533, N101 1.521, H111 1.090, H112 1.090
101 N -7.009 12.695 18.876  C100 1.521, C102 1.420, H113 1.010
102 C -6.398 11.474 18.487  N101 1.420, C103 1.536, H114 1.090, H115 1.090
103 C -4.865 11.574 18.523  C102 1.536, O104 1.420, H116 1.090, H117 1.090
104 O -4.448 11.694 19.875  C103 1.420, C105 1.430
105 C -3.035 11.659 20.085  O104 1.430, H118 1.090, H119 1.090, H120 1.090
106 H -7.935 15.738 21.022  C97 1.090
107 H -7.914 17.107 19.982  C97 1.090
108 H -6.602 16.882 21.103  C97 1.090
109 H -7.236 15.889 17.435  C99 1.090
110 H -8.450 15.161 18.491  C99 1.090
111 H -5.828 14.089 17.624  C100 1.090
112 H -7.323 13.442 16.968  C100 1.090
113 H -6.846 13.053 19.806  N101 1.010
114 H -6.764 11.180 17.504  C102 1.090
115 H -6.698 10.721 19.215  C102 1.090
116 H -4.536 12.532 18.122  C103 1.090
117 H -4.414 10.680 18.094  C103 1.090
118 H -2.757 11.588 21.137  C105 1.090
119 H -2.512 12.508 19.646  C105 1.090
120 H -2.574 10.754 19.687  C105 1.090
121 C -12.335 12.755 18.734  C122 1.551, H127 1.090, H128 1.090, H129 1.090
122 C -10.855 12.987 19.135  C121 1.551, C123 1.570, N126 1.449, H130 1.090
123 C -10.479 12.604 20.611  C122 1.570, O124 1.445, H131 1.090, H132 1.090
124 O -11.017 13.689 21.397  C123 1.445, C125 1.405
125 C -10.469 13.463 22.671  O124 1.405, H133 1.090, H134 1.090, H135 1.090
126 N -10.223 12.081 18.197  C122 1.449, H136 1.010, H137 1.010
127 H -12.604 11.701 18.815  C121 1.090
128 H -12.606 13.134 17.748  C121 1.090
129 H -12.899 13.348 19.454  C121 1.090
130 H -10.517 14.010 18.969  C122 1.090
131 H -9.394 12.531 20.691  C123 1.090
132 H -10.818 11.618 20.927  C123 1.090
133 H -10.639 14.352 23.278  C125 1.090
134 H -9.380 13.458 22.710  C125 1.090
135 H -10.894 12.662 23.277  C125 1.090
136 H -10.326 11.096 18.395  N126 1.010
137 H -9.230 12.178 18.041  N126 1.010
138 C -6.769 10.949 22.625  C139 1.590, H144 1.090, H145 1.090, H146 1.090
139 C -6.211 12.395 22.979  C138 1.590, C140 1.550, N143 1.461, H147 1.090
140 C -4.837 12.341 23.693  C139 1.550, O141 1.384, H148 1.090, H149 1.090
141 O -4.422 13.640 23.932  C140 1.384, C142 1.415
142 C -3.200 13.712 24.643  O141 1.415, H150 1.090, H151 1.090, H152 1.090
143 N -6.187 13.145 21.726  C139 1.461, H153 1.010, H154 1.010
144 H -7.673 11.081 22.031  C138 1.090
145 H -7.090 10.402 23.511  C138 1.090
146 H -6.022 10.430 22.023  C138 1.090
147 H -6.911 12.990 23.566  C139 1.090
148 H -4.017 11.864 23.156  C140 1.090
149 H -5.055 11.841 24.636  C140 1.090
150 H -2.889 14.711 24.949  C142 1.090
151 H -2.384 13.334 24.028  C142 1.090
152 H -3.190 13.140 25.571  C142 1.090
153 H -5.626 12.627 21.065  N143 1.010
154 H -5.682 14.019 21.763  N143 1.010

Results
**Energy relative to the best compared isomer or geometry (same formula, charge and spin)**: 18.19 kcal per mole
**HOMO level (spin up / spin down)**: -9.5146 / -9.5146 eV
**2S+1**: 2
**Orbital gap (spin up / spin down)**: 7.295 / 2.303 eV
**E_LUMO (spin up / spin down)**: -2.2 / -7.2 eV
**Calculated total energy**: -75960.344 eV
**Charge**: +1

Atom charges from the Löwdin analysis, given in e for atoms 1 to 99: -0.12, -0.18, -0.20, -0.23, -0.06, -0.18, -0.20, -0.19, -0.12, 0.09, 0.10, 0.07, 0.11, 0.09, 0.10, 0.11, 0.10, 0.11, 0.11, 0.10, 0.13, 0.09, 0.08, 0.09, -0.07, -0.22, -0.16, -0.18, -0.04, -0.19, -0.23, -0.22, -0.10, 0.08, 0.07, 0.07, 0.12, 0.10, 0.09, 0.11, 0.08, 0.12, 0.12, 0.14, 0.13, 0.10, 0.10, 0.09, -0.09, -0.19, -0.19, -0.23, -0.03, -0.19, -0.20, -0.19, -0.12, 0.06, 0.09, 0.06, 0.09, 0.11, 0.12, 0.12, 0.10, 0.12, 0.12, 0.11, 0.12, 0.09, 0.06, 0.08, -0.04, -0.15, -0.29, -0.12, 0.19, -0.10, -0.14, -0.19, -0.07, 0.09, 0.10, 0.09, 0.12, 0.15, 0.16, 0.14, 0.12, 0.14, 0.17, 0.12, 0.13, 0.07, 0.09, 0.08, -0.07, -0.20, -0.19